(1)
This record from the Open Molecules 2025 dataset describes 2 unconnected molecules or ions with the total composition C6H9N3O at a distorted geometry. The level of theory is wB97M-V/def2-TZVPD.

```
! RIJCOSX wB97M-V def2-TZVPD def2/J DEFGRID3
* xyz 0 1
C 1.86 0.49 1.36
H 0.70 0.87 -1.03
C 0.50 -0.14 -0.64
N 1.50 -1.05 -1.16
C 0.59 -0.06 0.89
C 2.89 0.96 1.78
N 0.04 -1.12 1.72
H -0.48 -1.80 1.17
H 1.27 -2.02 -0.96
C -0.62 0.18 1.73
H 1.59 -0.95 -2.17
H -0.50 0.76 2.65
N -1.87 -1.02 -1.41
H 3.82 1.28 2.21
O -3.18 1.53 -1.91
H -1.58 0.28 1.23
H -3.29 0.52 -2.00
H -2.35 1.77 -2.36
C -0.89 -0.48 -1.08
*
```

Values from the calculation:
- SMILES: C#C[C@]1([C@@H](N)C#N)CN1.O
- HOMO level: -9.931 eV
- Energy above the lowest of the compared OMol25 structures with the same formula, charge and spin: 87.7 kcal/mol

(2)
This record from the Open Molecules 2025 dataset describes 6 unconnected molecules or ions with the total composition C21H30BBrF18NO11P2S at a distorted geometry. The level of theory is wB97M-V/def2-TZVPD.

```
! RIJCOSX wB97M-V def2-TZVPD def2/J DEFGRID3
* xyz -1 1
N -5.19 -1.72 -5.18
P -4.94 -4.53 -4.90
H 2.62 0.20 3.26
H -2.58 -2.92 1.54
H -3.45 4.55 -4.19
F -1.30 1.37 -1.42
O 0.09 1.84 1.75
F -5.40 8.33 -0.87
H -3.53 2.97 -3.38
F -2.24 2.48 0.17
H 4.99 -3.14 -2.32
H -5.09 -2.42 -2.22
O 9.08 -0.36 5.96
C -5.47 -3.29 1.81
F 7.17 -0.93 1.02
H 8.01 0.36 2.84
F -0.30 3.08 -0.58
C 8.55 0.56 3.76
H 2.09 0.00 1.58
H 8.23 1.52 4.15
H -5.47 -1.83 -6.14
C -6.64 -4.13 1.29
C 4.67 -2.18 -1.93
H -4.19 -1.11 2.24
H -6.95 -3.69 -5.05
H -4.24 4.14 -1.26
F 5.60 0.06 2.11
H 8.60 -1.50 4.36
B -4.13 -2.72 -4.73
O 3.95 -0.46 0.00
O -6.33 5.42 -1.83
H 9.61 0.63 3.54
C -5.49 6.25 -1.99
F -7.80 -3.45 1.38
Br -5.45 -5.20 -2.79
C 4.92 -1.09 -2.95
C 9.52 0.56 8.07
H 2.71 1.56 2.12
F 9.25 1.62 8.83
O -6.41 -4.26 -5.62
H -5.00 3.92 -3.65
C -1.07 2.01 -0.29
H 4.58 -0.12 -2.58
C -5.78 7.76 -2.02
F 9.36 -0.54 8.82
F -2.50 -3.67 -6.42
F -7.08 7.99 -2.19
C 2.12 0.69 2.42
H -4.94 -0.76 -4.98
F -2.82 -1.59 -6.53
O -4.93 -3.44 2.87
H 3.61 -2.26 -1.68
C 4.96 -1.08 0.12
F -6.43 -4.45 0.02
O -0.37 -0.09 0.69
H -3.09 -3.40 -2.28
C -0.40 1.10 0.76
H 0.74 1.79 3.67
C 0.72 1.11 2.81
F -1.64 -2.40 -4.97
C -4.12 -1.44 1.21
C -3.94 3.98 -3.40
O -5.19 -2.36 0.91
S -3.00 -0.61 -2.39
C 8.29 -0.54 4.77
H -2.68 4.71 -1.82
C -2.77 -2.59 -5.66
H -1.98 -1.33 1.05
F 10.81 0.63 7.71
F -5.12 8.36 -3.02
C 5.87 -1.00 1.35
C -2.78 -2.06 0.90
H -4.29 -0.58 0.57
H 0.11 0.25 3.09
O -4.19 6.05 -2.12
F -6.79 -5.26 1.99
F 5.73 -2.09 2.13
H 7.24 -0.62 5.02
C -3.74 4.67 -2.07
O 7.60 1.15 6.74
O 5.45 -1.96 -0.74
P -3.83 -2.34 -2.85
H -2.74 -2.40 -0.14
C 8.60 0.51 6.84
H 4.38 -1.31 -3.88
H 5.98 -1.01 -3.17
*
```

Values from the calculation:
- HOMO level: -4.714 eV

(3)
This record from the Open Molecules 2025 dataset describes a molecular structure, C2H2N2PS. The level of theory is wB97M-V/def2-TZVPD.

```
! RIJCOSX wB97M-V def2-TZVPD def2/J DEFGRID3
* xyz -1 1
N -1.44 1.17 -1.23
P -2.29 1.88 0.01
C -0.49 0.42 -0.71
C -0.45 0.45 0.70
H 0.24 -0.10 1.32
H 0.17 -0.17 -1.34
N -1.37 1.23 1.24
S -4.03 -1.40 0.01
*
```

Values from the calculation:
- HOMO level (alpha / beta): -3.279 / -4.095 eV
- Energy above the lowest of the compared OMol25 structures with the same formula, charge and spin: 61.3 kcal/mol